No. 1
# C5H11O2

2 unconnected molecules or ions with the total composition C5H11O2 (ωB97M-V/def2-TZVPD, the OMol25 dataset).

Atoms and positions in Å:
C  0.992  -3.649  -0.587
C  0.558  -2.203  -0.908
H  0.229  -4.392  -0.482
H  1.690  -3.889  -1.398
H  1.443  -3.524  0.381
H  0.721  -1.899  -1.974
H  1.118  -1.385  -0.475
H  -0.481  -2.021  -0.667
C  0.310  0.730  0.648
C  1.479  1.223  -0.257
C  -1.004  1.530  0.537
O  -1.186  2.080  -0.580
O  -1.859  1.405  1.442
H  0.001  -0.296  0.493
H  0.701  0.797  1.662
H  1.580  2.304  -0.039
H  1.395  1.161  -1.349
H  2.419  0.815  0.108

Forces on the atoms, in the same order (eV/Å):
0.789 1.934 -0.494
-0.474 0.389 -1.721
-0.671 -0.183 -0.318
0.171 -0.634 0.671
0.760 -0.703 0.359
-0.585 -0.797 0.425
0.389 -0.556 0.800
-0.225 0.120 -0.021
0.546 0.741 -0.053
-0.479 0.920 0.727
-1.007 -0.335 -1.237
0.367 0.321 0.177
0.588 0.018 0.503
0.147 0.017 0.004
-0.162 -0.102 0.318
-0.139 -0.326 -0.240
-0.262 -0.367 0.354
0.247 -0.456 -0.254

Output
molar mass	103.141	g mol⁻¹
energy	-347.61772	hartree
ΔE to the lowest compared entry with this formula, charge and spin	0.869	eV
HOMO level	-3.7	eV
net charge	-1

Löwdin population analysis, charges in e, atoms 1 to 6: C -0.15; C -0.17; H 0.05; H 0.06; H 0.05; H 0.08



No. 2
# C5H11O2

2 unconnected molecules or ions with the total composition C5H11O2 (ωB97M-V/def2-TZVPD, the OMol25 dataset).

Atoms and positions in Å:
C  -0.206  1.367  0.543
C  -1.195  1.921  -0.501
C  1.102  0.848  -0.078
O  0.991  -0.162  -0.822
O  2.134  1.482  0.231
H  0.091  2.163  1.216
H  -0.694  0.527  1.037
H  -2.181  2.000  -0.043
H  -1.291  1.235  -1.336
H  -0.883  2.910  -0.829
C  -0.552  -2.817  0.455
C  -1.728  -1.917  0.115
H  0.225  -2.227  0.932
H  -0.832  -3.641  1.101
H  -0.048  -3.138  -0.461
H  -2.365  -1.644  0.957
H  -1.327  -1.047  -0.394
H  -2.448  -2.379  -0.587

Forces on the atoms, in the same order (eV/Å):
-0.154 0.129 -0.684
0.157 -0.243 0.656
0.078 -0.196 -0.235
-0.007 0.134 0.068
0.167 -0.056 -0.079
-0.261 -0.008 0.471
0.071 0.096 0.368
-0.198 0.212 -0.017
0.154 -0.018 -0.249
-0.005 -0.003 -0.247
0.198 0.467 -0.183
-0.642 -0.349 -0.710
-0.017 0.108 0.333
0.056 -0.357 -0.037
-0.289 -0.327 0.082
0.369 0.225 0.279
-0.073 0.312 0.093
0.396 -0.127 0.091

Output
molar mass	103.141	g mol⁻¹
energy	-347.64294	hartree
ΔE to the lowest compared entry with this formula, charge and spin	0.183	eV
HOMO level	-3.9	eV
net charge	-1

Löwdin population analysis, charges in e, atoms 1 to 6: C -0.20; C -0.12; C -0.76; O -0.10; O -0.10; H 0.09



No. 3
# C5H11O2

2 unconnected molecules or ions with the total composition C5H11O2 (ωB97M-V/def2-TZVPD, the OMol25 dataset).

Atoms and positions in Å:
C  -1.044  2.940  0.587
C  -1.331  2.058  -0.656
O  -2.178  1.148  -0.513
O  -0.648  2.341  -1.670
H  -0.831  3.961  0.265
H  -0.144  2.554  1.083
H  -1.856  2.884  1.311
C  0.406  -1.129  -0.061
C  -0.187  -2.479  0.292
C  1.897  -1.164  -0.334
H  -0.138  -0.743  -0.929
H  0.189  -0.360  0.683
H  0.280  -2.901  1.188
H  0.009  -3.192  -0.510
H  2.154  -1.914  -1.087
H  2.233  -0.180  -0.656
H  -1.263  -2.407  0.428
H  2.453  -1.416  0.579

Forces on the atoms, in the same order (eV/Å):
0.200 -0.197 -0.030
0.198 0.095 -0.062
-0.023 -0.059 0.017
-0.086 -0.119 0.065
-0.091 0.009 0.145
-0.040 0.044 -0.104
-0.116 0.143 -0.011
-0.431 0.414 -0.493
0.316 -0.041 0.166
0.089 -0.075 0.347
0.177 -0.012 -0.070
-0.026 -0.199 0.278
-0.142 0.025 0.113
-0.060 -0.058 -0.132
0.013 0.099 -0.084
0.109 -0.002 -0.167
-0.061 -0.037 0.109
-0.027 -0.029 -0.088

Output
molar mass	103.141	g mol⁻¹
energy	-347.64688	hartree
ΔE to the lowest compared entry with this formula, charge and spin	0.076	eV
HOMO level	-3.9	eV
net charge	-1

Löwdin population analysis, charges in e, atoms 1 to 6: C -0.07; C -0.82; O -0.11; O -0.12; H 0.05; H 0.05



No. 4
# C5H11O2

2 unconnected molecules or ions with the total composition C5H11O2 (ωB97M-V/def2-TZVPD, the OMol25 dataset).

Atoms and positions in Å:
C  1.825  1.044  -0.869
C  2.790  1.276  0.296
H  0.893  1.581  -0.732
H  2.198  1.375  -1.833
H  1.597  -0.021  -0.970
H  2.262  0.988  1.206
H  3.125  2.308  0.297
H  3.681  0.644  0.219
C  -1.542  -0.543  0.409
C  -3.087  -0.683  0.537
C  -0.544  -1.656  -0.372
O  -0.081  -2.471  0.445
O  -0.369  -1.393  -1.569
H  -1.277  0.412  -0.025
H  -1.139  -0.756  1.395
H  -3.351  -1.232  1.437
H  -3.493  -1.208  -0.337
H  -3.486  0.337  0.468

Forces on the atoms, in the same order (eV/Å):
0.193 -0.441 -0.075
-0.250 -0.347 -0.585
-0.228 -0.023 0.213
0.380 0.078 -0.124
-0.212 0.186 -0.003
0.238 0.308 0.195
0.003 0.243 0.425
-0.105 0.021 -0.047
0.617 -1.867 0.018
1.008 0.070 -1.446
-2.106 1.886 1.288
0.446 -0.540 -0.774
0.468 -0.767 -0.381
0.110 0.336 0.197
0.130 1.007 0.341
-0.251 0.230 0.050
-0.066 -0.068 0.137
-0.375 -0.311 0.571

Output
molar mass	103.141	g mol⁻¹
energy	-347.62097	hartree
ΔE to the lowest compared entry with this formula, charge and spin	0.781	eV
HOMO level	-3.5	eV
net charge	-1

Löwdin population analysis, charges in e, atoms 1 to 6: C -0.17; C -0.17; H 0.05; H 0.05; H 0.05; H 0.06



No. 5
# C5H11O2

2 unconnected molecules or ions with the total composition C5H11O2 (ωB97M-V/def2-TZVPD, the OMol25 dataset).

Atoms and positions in Å:
C  1.322  -2.329  -0.115
C  2.397  -1.256  -0.119
H  0.336  -1.987  -0.439
H  1.626  -3.197  -0.702
H  1.097  -2.678  0.902
H  2.126  -0.216  0.075
H  2.835  -1.176  -1.133
H  3.265  -1.544  0.494
C  -1.451  1.235  0.704
C  -1.129  2.576  0.034
C  -2.036  0.206  -0.325
O  -2.487  0.627  -1.413
O  -1.906  -0.993  0.036
H  -0.604  0.682  1.092
H  -2.173  1.438  1.505
H  -2.063  2.942  -0.385
H  -0.551  2.372  -0.872
H  -0.604  3.298  0.660

Forces on the atoms, in the same order (eV/Å):
-0.821 0.088 0.704
0.904 -0.163 -0.887
0.207 0.160 -0.386
0.081 -0.021 -0.065
0.313 -0.010 0.022
-0.335 -0.182 0.425
-0.054 -0.031 0.071
-0.096 0.149 0.149
-0.375 0.253 -0.602
0.081 -0.915 -0.642
0.314 -0.547 0.137
-0.244 0.293 0.106
-0.391 0.296 0.004
0.315 0.353 0.342
0.051 -0.403 0.061
-0.157 0.463 0.245
0.314 0.101 0.221
-0.107 0.116 0.094

Output
molar mass	103.141	g mol⁻¹
expectation value of S²	0.75
energy	-347.48417	hartree
spin multiplicity	2
ΔE to the lowest compared entry with this formula, charge and spin	0.551	eV
HOMO level (spin up / spin down)	4.2 / -1.3	eV
net charge	-2

Löwdin population analysis, charges in e, atoms 1 to 6: C -0.28; C -0.58; H 0.04; H 0.01; H 0.03; H 0.00



No. 6
# C5H11O2

2 unconnected molecules or ions with the total composition C5H11O2 (ωB97M-V/def2-TZVPD, the OMol25 dataset).

Atoms and positions in Å:
C  -1.278  -1.257  0.810
C  -0.319  -1.751  1.941
H  -1.780  -0.426  1.204
H  -0.557  -0.958  0.025
H  -1.873  -2.058  0.178
H  0.070  -2.714  1.819
H  -0.827  -1.742  2.838
H  0.430  -0.976  1.857
C  0.539  0.771  -0.533
C  1.428  0.833  -1.856
C  -0.246  2.145  -0.447
O  -1.503  1.806  -0.402
O  0.367  3.225  -0.336
H  -0.163  -0.059  -0.813
H  1.181  0.613  0.266
H  2.379  0.494  -1.682
H  1.229  1.855  -2.297
H  0.923  0.199  -2.572

Forces on the atoms, in the same order (eV/Å):
1.481 -3.690 -2.147
-0.919 1.350 -2.454
-1.257 1.080 -0.088
-1.425 -0.620 1.258
0.434 1.492 2.034
0.796 -1.344 -0.516
-0.823 0.254 2.211
0.682 -0.155 0.892
-1.037 0.007 -4.665
-4.321 2.166 -0.335
1.717 1.670 1.426
1.110 0.636 -0.239
-2.188 -2.767 -0.564
1.156 1.683 0.745
0.481 -0.169 1.964
2.470 -0.200 0.229
1.431 -0.927 0.461
0.211 -0.468 -0.212

Output
molar mass	103.141	g mol⁻¹
expectation value of S²	0.76
energy	-347.44023	hartree
spin multiplicity	2
ΔE to the lowest compared entry with this formula, charge and spin	2.118	eV
HOMO level (spin up / spin down)	-10.5 / -10.4	eV

Löwdin population analysis, charges in e, atoms 1 to 6: C -0.16; C -0.12; H 0.04; H 0.00; H 0.11; H 0.05



No. 7
# C5H11O2

2 unconnected molecules or ions with the total composition C5H11O2 (ωB97M-V/def2-TZVPD, the OMol25 dataset).

Atoms and positions in Å:
C  1.516  -0.961  -0.880
C  1.919  -2.416  -1.073
C  1.074  -0.522  0.448
O  0.450  -1.188  1.315
O  1.086  0.718  0.602
H  2.307  -0.349  -1.384
H  0.575  -0.803  -1.415
H  2.443  -2.542  -2.034
H  1.090  -3.123  -1.281
H  2.680  -2.779  -0.392
C  -2.090  1.902  0.036
C  -1.681  1.528  1.480
H  -1.846  2.994  -0.117
H  -1.570  1.433  -0.805
H  -3.231  1.788  -0.128
H  -1.106  0.583  1.602
H  -2.576  1.475  2.083
H  -1.040  2.260  1.943

Forces on the atoms, in the same order (eV/Å):
0.642 -1.023 -1.624
0.167 -1.011 -1.452
-0.980 -1.571 0.397
1.234 1.026 -0.922
0.088 1.402 1.210
-0.846 0.079 0.959
0.153 0.140 -0.426
-0.019 0.627 0.053
0.256 0.399 1.120
-0.440 -0.152 0.601
-1.079 1.469 -0.201
0.247 -0.949 -0.377
-0.532 -0.957 0.123
-0.010 -0.434 0.399
1.916 0.090 0.197
-0.828 0.490 -0.313
-0.173 -0.149 0.291
0.206 0.525 -0.034

Output
molar mass	103.141	g mol⁻¹
expectation value of S²	0.76
energy	-347.49024	hartree
spin multiplicity	2
ΔE to the lowest compared entry with this formula, charge and spin	0.757	eV
HOMO level (spin up / spin down)	-11.2 / -10.5	eV

Löwdin population analysis, charges in e, atoms 1 to 6: C -0.15; C -0.09; C -0.62; O 0.13; O 0.23; H 0.14



No. 8
# C5H11O2S

2 unconnected molecules or ions with the total composition C5H11O2S (ωB97M-V/def2-TZVPD, the OMol25 dataset).

Atoms and positions in Å:
C  0.694  1.521  -1.455
C  1.477  0.226  -1.206
C  -1.095  1.689  0.644
S  0.369  2.527  0.023
H  1.283  2.235  -2.038
H  -0.269  1.380  -1.966
H  1.747  0.122  -0.167
H  2.380  0.194  -1.833
H  -0.878  0.771  1.212
H  -1.649  2.305  1.339
H  -1.770  1.480  -0.192
H  0.875  -0.637  -1.456
C  0.801  -2.746  0.358
C  -0.602  -2.093  0.527
O  -0.728  -1.321  1.508
O  -1.466  -2.408  -0.331
H  1.304  -2.390  -0.543
H  0.710  -3.822  0.266
H  1.388  -2.550  1.247

Forces on the atoms, in the same order (eV/Å):
0.220 0.595 0.197
-0.163 0.153 -0.613
-0.321 -0.655 0.403
-0.213 0.083 0.038
-0.055 -0.254 -0.237
0.349 -0.119 0.109
0.151 0.030 0.276
-0.153 0.007 0.227
0.076 0.035 -0.630
0.055 0.624 0.080
0.151 -0.145 0.122
-0.181 -0.137 -0.069
-0.287 -0.049 0.183
-0.219 -0.217 -0.346
0.039 -0.073 -0.067
0.430 0.201 0.272
-0.012 -0.007 0.147
-0.188 -0.291 -0.136
0.321 0.220 0.047

Output
molar mass	135.208	g mol⁻¹
energy	-745.83112	hartree
ΔE to the lowest compared entry with this formula, charge and spin	0.341	eV
HOMO level	-4.2	eV
net charge	-1

Löwdin population analysis, charges in e, atoms 1 to 6: C -0.56; C -0.16; C -0.43; S 0.74; H 0.04; H 0.07



Quick rundown of max |F|, same order as above: 0.0417, 0.0198, 0.0151, 0.0604, 0.0248, 0.0942, 0.0394, 0.0162 hartree/bohr